Entry 1:
CH33CdO19 as an isolated structure, computed with wB97M-V/def2-TZVPD.

XYZ file:
```
54
Properties=species:S:1:pos:R:3:nbo_charge:R:1
H 2.744 1.669 0.181 0.474
O 2.271 -1.100 -2.547 -0.977
H -0.027 -2.654 -2.049 0.510
H 0.886 2.311 1.634 0.438
Cd 2.048 -1.660 -0.331 1.776
H 0.195 3.880 -0.950 0.487
H 2.189 -0.167 -2.723 0.530
O 1.458 2.746 2.259 -0.969
H -2.273 -2.756 1.229 0.492
H -0.147 -3.028 1.030 0.538
O 3.307 -1.616 1.807 -1.000
O 0.659 -3.167 -1.645 -1.007
O 0.612 3.108 -1.391 -0.964
H -1.538 2.150 3.092 0.486
O 1.673 0.299 0.477 -0.858
H 3.998 -2.190 2.222 0.514
O -1.467 2.803 2.393 -0.946
H -1.209 -2.393 -3.874 0.499
H -2.043 2.596 -1.988 0.489
H -3.111 0.262 -0.079 0.543
H -0.385 -0.332 2.667 0.477
H 0.848 -3.941 -2.240 0.505
O -2.094 1.887 -2.647 -0.942
O -2.749 -0.484 -0.622 -1.012
O 0.058 -0.584 -0.596 -0.822
O -0.105 0.441 -3.926 -0.986
H -3.281 -0.493 -1.420 0.479
O 0.774 -2.783 1.177 -1.030
H 1.037 -3.092 2.023 0.500
H -0.885 -0.591 -0.833 0.541
H 2.306 2.732 1.771 0.479
H -3.933 1.172 1.802 0.487
O -1.311 -0.270 2.533 -0.954
H -0.782 2.446 1.806 0.485
O -0.270 1.311 0.617 -0.763
O 3.323 2.333 0.484 -0.941
O 1.431 -0.370 3.713 -0.937
H 3.064 3.061 -0.089 0.489
H 1.789 -0.983 4.348 0.477
H 0.269 2.338 -0.930 0.468
H -2.446 1.121 -2.217 0.455
C 0.482 0.413 0.242 1.001
H -2.127 -2.066 -0.082 0.494
H 1.895 -0.450 2.910 0.466
H -2.785 2.116 1.411 0.512
H -2.245 -1.978 -2.893 0.493
H -0.674 -0.224 -3.496 0.470
O -3.506 1.574 1.048 -0.994
H 3.151 -1.379 -2.821 0.501
H 3.668 -0.729 1.990 0.516
O -1.827 -2.865 0.377 -0.978
H -0.302 1.281 -3.513 0.499
O -1.316 -1.915 -3.095 -0.951
H -1.280 0.234 1.751 0.461
```

Results
* relative energy (zero: lowest compared OMol25 entry of this formula, charge and spin): 0.0 kJ/mol
* gap between HOMO and LUMO: 7.92 eV
* total charge: +1

---

Entry 2:
C24H30N7OS2SbSe4Zr as an isolated structure, computed with wB97M-V/def2-TZVPD.

XYZ file:
```
70
Properties=species:S:1:pos:R:3:nbo_charge:R:1
Zr 0.467 0.668 1.556 1.382
H 3.877 -2.328 3.935 0.403
H 3.925 2.161 -3.402 0.227
Se -0.072 2.420 3.321 -0.660
C -0.410 -2.549 1.267 0.277
H -4.058 -1.140 -3.771 0.200
C 3.280 2.096 1.100 0.087
H 2.638 0.034 -2.871 0.231
C 1.659 -3.501 -0.240 -0.240
N 2.807 0.975 1.486 -0.306
C 1.968 5.333 -0.210 -0.151
H 2.320 -1.462 -0.141 0.227
C -0.976 0.070 -4.031 -0.628
N -1.149 -0.802 2.740 -0.498
H 3.423 2.099 -1.715 0.220
H 2.540 3.117 -2.859 0.221
H 2.309 6.327 -0.468 0.225
C 3.060 2.166 -2.739 -0.621
H 0.540 -1.156 -3.011 0.230
C 2.857 4.388 0.284 -0.224
C -2.511 -2.758 2.607 -0.210
C -1.416 -2.008 2.210 0.175
H -1.712 0.829 -3.764 0.230
H -4.175 -2.875 3.958 0.222
O 1.168 0.398 -0.712 -1.010
N -1.670 -3.155 -2.043 -0.404
C 2.150 0.993 -3.059 -0.589
C 0.644 4.977 -0.364 -0.232
H -1.156 -4.564 1.257 0.221
C -4.093 -2.192 -1.863 -0.539
N 4.112 -1.809 3.108 -0.791
H -0.339 0.467 -4.823 0.204
C -0.188 -0.368 -2.808 -0.601
H 5.085 -1.714 2.868 0.397
N 0.540 -1.702 0.858 -0.512
C -2.987 -1.110 4.243 -0.229
Se -2.867 4.740 1.218 -0.751
H -4.790 -2.978 -2.159 0.239
H 0.686 -5.415 -0.143 0.223
H 1.797 1.011 -4.092 0.230
H 3.907 4.613 0.414 0.225
H -3.591 -0.151 -2.366 0.227
C -2.738 -2.737 -1.953 0.334
H -3.561 -0.709 5.066 0.231
C 3.280 -0.802 2.737 0.293
C 0.244 3.698 0.003 0.087
Sb -2.609 2.639 2.270 0.957
H -1.509 -0.791 -4.434 0.236
H 4.354 2.262 1.115 0.206
C 0.656 -4.372 0.144 -0.131
H -0.099 5.669 -0.732 0.245
C 2.380 3.135 0.622 0.145
H -4.281 -1.933 -0.817 0.290
H -5.276 -0.562 -2.619 0.229
C 1.559 -2.177 0.136 0.073
Se -1.868 0.953 0.068 -0.459
H -0.792 3.406 -0.093 0.254
S 1.729 -0.714 3.493 -0.201
C -3.314 -2.303 3.638 -0.132
N 1.083 2.795 0.505 -0.499
H 2.508 -3.834 -0.820 0.224
C -4.259 -0.936 -2.719 -0.589
Se -3.997 0.283 0.853 -0.564
C -1.913 -0.386 3.751 0.081
N 3.736 0.024 1.831 -0.447
H -2.732 -3.694 2.116 0.218
H -1.627 0.560 4.188 0.247
S 0.678 0.996 -2.027 1.301
H -0.849 -0.723 -2.019 0.273
C -0.383 -3.894 0.916 -0.230
```

Results
* relative energy (zero: lowest compared OMol25 entry of this formula, charge and spin): 0.0 kJ/mol
* gap between HOMO and LUMO: 5.49 eV

---

Entry 3:
One molecule with the formula C8H10, computed with wB97M-V/def2-TZVPD.

XYZ file:
```
18
Properties=species:S:1:pos:R:3:nbo_charge:R:1
H -2.115 1.933 -1.130 0.231
C -1.241 -1.291 -0.287 -0.185
C -2.061 -0.214 -0.224 -0.248
H 0.907 -1.583 0.851 0.220
C -1.687 0.816 -1.141 -0.242
H 0.398 1.240 -2.258 0.236
C -0.411 0.533 -1.720 -0.183
C 0.947 0.672 0.793 -0.193
H 1.558 -0.367 2.396 0.192
H 1.982 1.737 2.442 0.223
C 0.034 -0.781 -1.184 -0.326
C 1.374 0.707 2.035 -0.433
H 0.272 -1.609 -1.595 0.227
C 1.127 -0.723 -0.004 -0.407
H -3.039 -0.100 0.519 0.229
H 2.259 -0.589 -0.333 0.235
H -0.932 -1.935 0.618 0.217
H 0.629 1.553 0.223 0.209
```

Results
* relative energy (zero: lowest compared OMol25 entry of this formula, charge and spin): 611.1 kJ/mol
* gap between HOMO and LUMO: 8.93 eV
* SMILES string: C=CCC1C=CC=C1

---

Entry 4:
C5H15IN2O2V as an isolated structure, computed with wB97M-V/def2-TZVPD.

XYZ file:
```
26
Properties=species:S:1:pos:R:3:mulliken_spin:R:1
H -1.692 0.273 0.704 -0.014
H 1.308 1.052 -1.147 0.002
N -0.889 -0.366 0.608 0.045
C 1.427 0.509 -2.186 0.025
H 0.943 0.874 -3.117 0.002
H -0.564 -0.043 2.722 -0.001
H 0.624 0.826 4.481 0.000
H 2.346 0.400 4.662 0.000
C 1.454 0.242 4.057 -0.001
H -2.437 0.991 -2.343 0.001
N -0.048 -0.132 1.845 0.015
I 0.707 -2.735 -0.612 0.920
C -1.078 -1.365 -2.901 0.050
O 1.501 0.930 0.580 0.002
H -1.358 -1.269 0.794 -0.002
C 1.088 0.541 1.645 -0.014
H 1.211 -0.831 4.049 0.000
V -0.086 -0.458 -1.527 -0.272
H -1.305 -0.461 -3.517 0.010
C -1.715 1.053 -1.545 0.223
H -1.590 -1.691 -1.903 -0.005
H -2.325 1.222 -0.628 -0.006
H 2.026 -0.408 -2.452 -0.002
H -1.179 2.004 -1.665 0.004
O 1.854 0.761 2.741 0.002
H -0.224 -1.922 -3.345 0.014
```

Results
* multiplicity: 2
* gap between HOMO and LUMO (spin up / spin down): 8.39 / 5.37 eV
* total charge: +2

---

Entry 5:
C4H8O3Yb as an isolated structure, computed with wB97M-V/def2-TZVPD.

XYZ file:
```
16
Properties=species:S:1:pos:R:3:mulliken_spin:R:1
C 0.091 -1.476 4.347 0.002
H 0.984 -1.358 4.977 0.000
O 0.064 3.564 2.560 0.005
C 0.540 1.632 1.171 0.001
H 0.478 3.656 0.537 0.000
H -1.114 2.959 0.932 -0.001
C -0.954 -0.451 4.692 0.000
C -0.070 3.063 1.302 -0.001
O -0.514 0.777 4.964 0.003
H -1.562 -0.723 5.596 0.001
H 0.614 1.200 0.158 0.000
Yb 1.011 2.329 4.052 0.993
H 0.422 -1.327 3.310 0.000
H -0.358 -2.475 4.396 0.000
O 1.432 1.377 1.998 -0.002
H -1.793 -0.333 3.797 -0.001
```

Results
* multiplicity: 2
* relative energy (zero: lowest compared OMol25 entry of this formula, charge and spin): 57.3 kJ/mol
* gap between HOMO and LUMO (spin up / spin down): 6.43 / 5.65 eV
* total charge: +1

---

Entry 6:
A 2-piece molecular cluster, C3H3N3O overall, computed with wB97M-V/def2-TZVPD.

XYZ file:
```
10
Properties=species:S:1:pos:R:3:nbo_charge:R:1
N 2.325 -0.177 0.467 -0.609
H -0.205 -1.943 -0.395 0.254
C -0.090 -0.967 0.072 -0.568
C 1.174 -0.549 0.250 0.482
N -0.628 1.522 -0.716 -0.010
C -1.499 -0.301 0.329 0.435
N 0.196 2.219 -0.483 0.011
H 2.829 0.327 -0.271 0.396
O -1.856 0.443 1.212 -0.525
H -2.247 -0.574 -0.465 0.134
```

Results
* relative energy (zero: lowest compared OMol25 entry of this formula, charge and spin): 175.5 kJ/mol
* gap between HOMO and LUMO: 10.06 eV
* SMILES string: N=C=CC=O.N#N

---

Number 1: F_max 0.062 Eh/bohr. Number 2: F_max 0.009 Eh/bohr. Number 3: F_max 0.147 Eh/bohr. Number 4: F_max 0.074 Eh/bohr. Number 5: F_max 0.142 Eh/bohr. Number 6: F_max 0.069 Eh/bohr.